(1)
88
Properties=species:S:1:pos:R:3 method="wB97M-V/def2-TZVPD" e_above_lowest_ev=1.003 e_homo_ev="-5.6 / -7.1" spin_multiplicity=5 orbital_gap_ha="0.200 / 0.247" s_squared=6.0601
C -1.53109 1.30113 1.84540
H 4.97251 -0.18237 2.94300
H -2.07259 0.10303 4.20130
H 3.69221 3.07523 0.76240
H -5.41169 1.76593 -0.55420
O 1.13361 1.04683 -0.68420
C -1.36919 3.25543 -0.97880
H -1.23609 -5.75757 -2.79810
H -1.42959 -3.84247 2.65140
H -3.61469 -5.23997 -2.31560
P 1.78421 0.37673 1.58200
H 3.55931 -2.90457 0.64100
H 0.68141 2.24803 2.69640
C -0.95729 -2.51257 -1.93670
N -1.11559 -0.88727 1.09330
H 3.95551 -0.47037 0.89050
H -6.14449 -0.30937 -2.74640
H -5.96549 -0.70457 0.70520
Si -4.24469 -0.36147 -1.10500
Cl 2.17511 3.28123 -3.63790
C 2.98361 2.22433 3.98130
C -2.86179 -4.47047 -2.21580
H -3.91669 2.10603 -1.38770
H -1.32889 4.13823 -3.53840
H 0.45431 -3.99437 -2.54150
C -5.08719 -0.53997 -2.81570
H 1.55991 0.00803 4.03500
C 3.39821 -2.44617 -2.69890
H 2.06321 2.25673 4.57130
C -1.04729 5.06973 -3.05870
H 3.52211 0.91543 -0.09960
C -2.30239 -2.15877 -1.66190
Cr -0.99449 0.17913 -0.69040
N -1.34309 1.66493 0.57700
Cl 3.65731 0.97353 -2.73930
C -4.36809 1.47423 -0.62990
H -0.91109 -2.83887 0.48350
C 3.53441 0.53643 0.92080
C -0.58459 -3.77647 -2.34180
C -1.14309 -2.19467 1.32260
H 0.02591 5.22983 -3.11630
H 4.00171 -2.53167 -3.59080
N 2.69621 2.84483 2.63180
H -4.64249 0.14783 -3.52850
C 3.94931 2.72193 1.76810
H 4.97261 -3.05467 -1.38260
H -4.98819 -1.54077 -3.21980
C -1.44839 -2.77037 2.54070
C 1.52621 2.19363 2.00250
C 2.40411 -0.00897 3.33880
N -1.36649 2.95643 0.28690
C 1.84261 -2.21577 -0.41900
H -1.57339 5.90693 -3.50270
C 3.15651 -2.63857 -0.32610
C -1.47349 -0.05797 2.13740
N 3.43441 0.88763 3.85390
H 2.47761 3.83633 2.74600
C 2.07581 -2.04857 -2.80570
H 5.41861 1.44073 3.52860
Cl 0.93911 0.67893 -3.62050
H 2.81311 -1.02257 3.35260
C -1.53779 -4.77117 -2.48380
S -1.53619 4.96803 -1.31300
C 1.71441 1.98953 -1.27400
H 1.65041 -1.85427 -3.77800
H -2.03239 -2.35477 4.57980
O 2.16761 3.01503 -0.78210
N -2.58689 -0.89917 -1.24230
H -4.26939 -3.00507 -1.60250
H -1.79189 2.04763 2.58700
C -1.78379 -1.93367 3.61840
C 2.04201 1.75073 -2.78590
C 1.29891 -1.90647 -1.65920
C -3.23469 -3.20167 -1.82060
H 1.22841 -2.13947 0.46440
N 4.40181 1.38413 1.71500
C -5.18639 -1.32407 0.27210
C 3.94341 -2.73797 -1.45940
O -0.02519 -1.49097 -1.74590
H 3.75491 2.83113 4.46900
C 4.63671 0.84973 3.03890
H 1.26371 2.73953 1.09200
H 4.72141 3.35543 2.22140
H -3.89549 1.69143 0.32190
C -1.79749 -0.58367 3.41440
H -4.50919 -1.61457 1.07070
S -1.35629 2.05593 -2.22470
H -5.66759 -2.22457 -0.09540

(2)
23
Properties=species:S:1:pos:R:3 method="wB97M-V/def2-TZVPD" e_above_lowest_ev=0.492 e_homo_ev=-13.8 orbital_gap_ha=0.404 total_charge=+1
H -0.05080 1.48491 1.02707
N -0.20035 0.61006 0.51009
C 0.16423 -0.37158 -1.76570
H -1.77332 -0.86563 -2.16092
H -0.37911 -0.16315 2.45906
H -1.17784 0.56055 0.15664
H 1.10361 1.41399 -0.96373
H 1.91196 -1.56775 1.76871
H -3.40295 1.43258 0.78963
H -0.42587 -1.41482 1.21077
H 2.03322 0.11813 2.26051
H 0.91534 -1.07523 -2.09935
H -1.11224 -1.95663 -1.17007
H 2.82227 0.42460 0.09840
C 0.05335 -0.48189 1.51437
C 1.99567 -0.27959 0.10345
H -0.13075 0.40224 -2.46651
H -3.19588 2.10999 -0.58746
H 2.34136 -1.12313 -0.49755
O -2.73618 1.83386 0.21316
C 1.55964 -0.56511 1.56708
C 0.80081 0.44485 -0.57313
N -1.11617 -0.97126 -1.39453

(3)
6
Properties=species:S:1:pos:R:3 method="wB97M-V/def2-TZVPD" e_above_lowest_ev=0.982 e_homo_ev=-10.0 orbital_gap_ha=0.391
H -0.33260 0.53707 -0.21771
O -1.29812 0.48657 -0.03477
S 1.32290 0.25898 -0.19667
H 0.73838 -0.36362 0.84373
H 0.95283 -0.71185 -1.05239
H -1.38339 -0.20717 0.65783

(4)
44
Properties=species:S:1:pos:R:3 method="wB97M-V/def2-TZVPD" e_above_lowest_ev=5.119 e_homo_ev="-22.6 / -22.6" orbital_gap_ha="0.139 / 0.139" total_charge=+4
C 1.06916 1.34766 -2.60877
C -1.68093 -1.44884 -3.73473
H -1.63469 -2.64714 -5.41866
H 0.34929 1.41209 -3.42636
N -2.67615 3.30503 -0.48747
C -3.19905 -0.09364 -0.65620
H 3.15283 -4.43836 2.96929
H 0.23078 3.09897 -1.53912
H 1.70307 2.73225 0.53938
H -3.03646 -2.93061 -4.27115
H -0.63723 -1.22274 4.54250
C -2.20063 3.85115 0.46260
C -1.96798 4.65266 1.69644
C 2.93532 -3.26648 1.28328
H -2.50320 0.55549 3.56867
H -1.38792 4.15656 2.51956
C 2.69021 -0.06162 -1.29856
H 3.18297 0.66709 0.69863
H -2.99110 4.87060 2.07459
C 1.06382 2.34787 -1.56428
C -1.05974 -1.03745 0.09199
Zr 0.68264 0.39678 -0.68337
C 1.86903 0.13999 -2.47282
C 3.71858 -3.62019 2.47246
H 1.80073 -0.68353 -3.18426
H -1.49071 5.62233 1.46145
H 3.19058 -1.03456 -1.15164
N -1.32362 0.38734 1.86681
N -0.19554 -0.19845 1.47224
C 2.68442 0.92948 -0.24758
H 1.08288 -1.56137 2.36474
C -2.38762 -2.16861 -4.76816
H -2.98133 -1.43496 -5.34664
C -0.65798 -0.76237 3.56194
O -4.00561 -0.76073 -0.16521
C 0.22075 -0.94152 2.52389
N 2.20876 -3.33572 0.35263
H 4.68044 -4.00682 2.09948
C -1.63680 0.08630 3.13722
C 1.87011 2.12730 -0.37137
H -1.84941 0.84926 1.10700
N -1.32139 -0.95087 -2.75221
H 3.89825 -2.78005 3.17920
O -1.45953 -2.14956 0.10258

(5)
49
Properties=species:S:1:pos:R:3 method="wB97M-V/def2-TZVPD" e_above_lowest_ev=0.321 e_homo_ev=-7.6 orbital_gap_ha=0.305 smiles="CCCCNc1nc2c(c(=O)[nH]c(=O)n2C)n1CCOc1ccccc1"
H 1.13337 0.67276 -2.80929
O -3.41631 -5.28192 -1.78729
C -3.33371 -2.73073 -2.87383
C 1.89640 2.61930 -2.26285
N -1.46647 -1.03573 -1.45475
C -0.33970 2.59251 2.13955
H -2.66842 -2.39189 -3.66762
C 1.75228 3.73493 2.41104
H -3.97537 -1.90225 -2.57441
H 0.31125 2.03133 -3.56909
H 0.65380 0.85875 0.10108
H 2.10123 0.45868 3.14448
C 0.25644 1.38571 2.51399
H -3.93460 -3.57147 -3.21449
C -1.69650 -2.32229 -1.11982
H 2.58376 2.66105 -3.11083
H -0.92072 -1.62720 2.86204
H 0.60713 -1.05303 3.56274
H 3.39229 2.51775 3.04455
N -0.10029 0.65050 -0.53161
C 0.40292 3.75341 2.09006
C 2.67573 2.19851 -1.02122
H -0.52854 2.58021 -1.13051
O -0.34584 -4.46783 1.45996
H -1.98809 -5.75059 0.12694
H -1.38967 2.58444 1.89432
H -1.29394 1.26547 -2.05863
C -2.67320 -4.47058 -1.28044
C -0.97148 -4.01036 0.51910
C -0.36970 1.59818 -1.58506
H 2.33518 4.64181 2.36905
H 1.53957 -0.84453 1.20147
C 2.34369 2.54384 2.78793
O -0.57805 0.30601 2.52655
H 2.96224 1.15042 -1.08514
H 3.58387 2.79082 -0.93300
N -1.88591 -4.79431 -0.19326
H 2.09419 2.35888 -0.11591
N -0.18250 -1.57575 0.30274
C -0.92943 -2.70239 -0.02981
C -0.05052 -0.98956 2.68832
N -2.55361 -3.17731 -1.74219
C 0.69253 -1.49525 1.43993
C 1.60905 1.36919 2.83902
H 1.50043 3.62591 -2.11199
H -0.07126 4.67852 1.79847
H 1.05424 -2.50532 1.64690
C -0.56591 -0.60779 -0.57394
C 0.74815 1.67918 -2.63326

(6)
92
Properties=species:S:1:pos:R:3 method="wB97M-V/def2-TZVPD" e_homo_ev="-15.9 / -15.9" orbital_gap_ha="0.204 / 0.204" total_charge=+3
N -3.07496 1.84121 1.65518
H -0.41662 -4.94163 -4.13355
H 1.44417 2.78191 -4.18059
S 3.17860 -0.56960 -2.09449
C 3.74564 -2.25597 -2.03560
C 0.22852 -1.99073 -3.32256
C 6.98197 1.83007 -1.87904
C -7.23852 4.38916 1.72644
C 5.66344 -0.00678 -1.05978
C 0.88851 1.98047 -3.70487
H -0.65724 6.15015 4.35293
O 0.29010 2.55533 -2.52209
H -3.67185 -5.55485 -1.26712
H -3.36165 -5.42492 -3.01601
H 3.17164 -2.62307 0.00966
C 3.61922 -3.02589 -0.88943
C 4.09808 -4.32952 -0.91127
C 6.82274 0.74599 -1.02008
H 6.11515 3.02714 -3.43506
C 4.31354 -2.75396 -3.20348
C -1.54901 -3.21290 -1.33622
C -3.98447 2.71739 2.40725
H 7.90221 2.39786 -1.85564
Ge -1.19472 -5.23487 -1.71442
C -2.99635 -5.83246 -2.07466
N 2.32167 -0.28823 -0.72280
H 0.69804 4.13223 3.73472
H -0.01389 2.24062 2.50011
H -1.86681 4.09072 -2.21554
O -3.72451 2.94210 3.55156
H 0.69566 4.64708 2.04322
C -1.76452 1.68606 1.83220
H -1.14032 -5.95232 0.71956
C -6.42223 3.49915 -0.36361
H -7.98537 4.94005 2.28072
H 4.02362 1.70569 -3.52044
H -0.65123 6.67588 2.66818
C -2.68587 0.14642 -2.31555
H -6.54800 3.35052 -1.42722
H 0.56885 -0.97648 -3.50001
H -3.52491 1.11180 1.11980
H 4.41095 -2.13346 -4.08691
H 1.56410 1.17561 -3.42645
H 0.85395 6.61046 3.58001
C 0.01570 -5.36286 -3.22650
C -5.30904 2.99492 0.28466
H -1.94378 -3.19109 -0.32062
C -1.79568 4.11531 -1.13115
H 0.95292 -2.70484 -3.70580
H 7.61088 0.47973 -0.32951
C 4.78102 -4.05820 -3.20940
H -1.79390 4.44826 1.98768
C -7.38306 4.19961 0.35770
H -2.98471 -6.92044 -2.15140
Ir 0.37578 0.16947 -0.42868
O -1.20227 2.87652 -0.61352
C -6.13451 3.87475 2.38230
H 2.90169 -0.27620 0.11370
H -2.78493 4.20191 -0.69031
C 5.98080 2.18390 -2.77204
H 5.23226 -4.46164 -4.10538
H -6.01458 3.99634 3.45019
H 5.05773 -5.85278 -2.07082
C -1.20912 3.96149 2.77338
H -2.26240 -0.55010 -1.59575
C 4.67012 0.35963 -1.96486
H -3.65024 0.50329 -1.96064
N -0.96190 2.56566 2.36556
H -1.80597 3.97725 3.68314
H -2.81273 -0.33066 -3.28326
C 4.67682 -4.84063 -2.06464
H 5.54962 -0.86834 -0.41325
H -4.54966 2.47789 -0.29169
Se 0.07909 -2.27002 -1.40370
H -2.27645 -2.83633 -2.05326
H 0.98121 -4.89743 -3.01997
O -1.81516 1.27915 -2.51300
H -8.24617 4.60493 -0.15286
H 0.19664 -6.42280 -3.41086
P -0.65817 1.76078 -1.56104
H 4.03129 -4.93976 -0.02079
S -1.06372 0.11658 1.32373
C -5.16114 3.18114 1.66132
C 4.80743 1.44614 -2.82120
H -0.74551 -2.15432 -3.77572
H 0.11032 1.62059 -4.37536
C 0.12105 4.66745 2.97475
H -1.15653 4.93526 -0.81894
H 0.39272 -5.17453 0.27127
C -0.39154 -5.85399 -0.06511
C -0.09781 6.10939 3.41832
H 0.05546 -6.83402 -0.23280

(7)
16
Properties=species:S:1:pos:R:3 method="wB97M-V/def2-TZVPD" e_above_lowest_ev=4.377 e_homo_ev="-8.1 / -8.1" orbital_gap_ha="0.303 / 0.303"
H -1.69037 -0.99812 0.45363
C -0.79034 -1.04003 1.01535
C 0.43426 -1.61572 0.30026
N 0.82687 -0.90591 -0.80038
H -0.60708 3.25829 -0.98153
H -0.75959 2.77938 -2.52301
C -0.16001 2.63468 -1.69931
H 1.80875 -3.08479 0.37746
H 0.79192 3.15236 -1.77573
C -0.45603 0.30974 1.40668
C -0.16541 1.16481 -1.47064
N 0.41841 0.26903 -0.95577
N -0.16612 1.28937 1.94684
C 0.99365 -2.68839 0.86819
H -1.06297 -1.41111 1.96083
H 0.58408 -3.11357 1.87712